Computed, not measured: C22H35Cl2FeN4O3Se as an isolated structure, with the ωB97M-V functional and the def2-TZVPD basis.

The geometry in XYZ format:
```
68
Properties=species:S:1:pos:R:3:forces:R:3:mulliken_charge:R:1
O 0.5905 -1.0505 -2.8312 -1.209 1.739 -1.348 -0.48
C -0.2036 -0.2967 -3.4010 -0.320 -1.611 1.279 -0.50
C -0.0967 1.1554 -3.6334 0.150 0.854 0.328 0.86
C 0.2816 2.0332 -2.6018 0.344 -0.051 -0.093 -0.14
H 0.3445 1.6866 -1.5594 0.306 0.010 -0.569 0.75
C 0.5401 3.3718 -2.9030 -0.217 0.196 -0.014 -0.94
H 0.8896 4.0502 -2.1158 -0.236 -0.313 -0.288 0.45
C 0.3420 3.8596 -4.2001 0.088 -0.572 0.162 -0.52
H 0.5885 4.8915 -4.4367 -0.118 -0.173 0.024 0.41
C -0.1837 3.0093 -5.1800 -0.045 0.335 0.024 -0.56
H -0.3921 3.3854 -6.1773 -0.017 0.015 0.157 0.38
C -0.4531 1.6834 -4.8868 0.186 -0.563 0.540 -0.58
H -0.9504 1.0155 -5.5892 0.332 0.207 -0.141 0.45
H -1.1947 -0.7145 -3.6852 0.298 -0.070 -0.353 0.40
C -2.4995 -1.5519 -0.9605 -1.092 -0.847 0.578 -0.42
C -2.3128 -0.3545 -0.1184 0.025 0.151 -7.014 0.48
H -3.2431 -1.3649 -1.7566 0.263 -0.092 0.154 0.44
H -2.8478 -2.4047 -0.3659 0.258 -0.098 -0.218 0.18
H -1.5190 -1.7950 -1.4251 -0.542 0.031 0.273 -0.15
C -2.5607 0.9595 -0.5926 -0.367 -1.240 -1.080 0.80
C -3.9716 1.4158 -0.8701 -0.247 -0.558 -0.364 -1.55
H -1.7735 1.5516 -1.1193 -0.464 -0.046 1.507 0.20
H -4.0661 1.6661 -1.9365 -0.111 0.084 0.161 0.37
H -4.2744 2.2980 -0.2852 0.331 -0.195 -0.107 0.30
H -4.6767 0.6051 -0.6236 0.177 0.324 -0.111 0.39
Fe -1.8112 0.3755 1.3559 1.825 1.630 4.642 -0.06
Cl -1.0771 2.4128 1.3962 0.667 1.348 0.467 -0.61
Cl -3.6842 -0.3896 2.1686 -1.587 -0.275 0.489 -0.50
H 4.3944 0.8033 -2.4993 -0.247 0.093 0.079 0.35
H 4.6177 1.7091 -0.0766 -0.174 -0.138 0.127 0.37
C 3.3457 0.9998 -2.2213 0.115 -0.135 0.117 -0.98
C 3.6476 1.3007 0.2367 -0.102 0.282 -0.084 -0.98
N 3.0743 0.5428 -0.8640 0.211 0.187 0.151 0.24
H 2.6876 0.4752 -2.9222 0.157 0.139 0.174 0.26
C 2.4278 -0.6127 -0.6154 -0.069 -0.733 0.848 0.21
O 2.2117 -1.0883 0.5083 0.438 0.748 -1.086 -0.69
H 3.7737 0.6418 1.1009 -0.017 0.155 -0.225 0.29
H 2.1013 -1.1162 -1.5341 0.150 0.083 0.265 0.36
H 3.1596 2.0800 -2.2917 0.007 -0.288 -0.043 0.35
H 2.9911 2.1441 0.5133 0.200 -0.266 -0.008 0.27
H -0.2668 -6.2249 1.0393 -0.146 0.115 -0.118 0.31
H 1.7638 -5.6295 -0.7739 -0.065 0.053 -0.139 0.32
C -0.8416 -5.5864 0.3507 0.022 -0.064 -0.054 -1.02
C 0.9753 -5.0258 -1.2434 -0.109 0.124 0.271 -0.86
N 0.0104 -4.5786 -0.2541 0.077 0.098 0.108 0.22
H -1.6354 -5.0832 0.9076 0.158 -0.146 -0.111 0.27
C 0.0721 -3.3487 0.3144 -1.115 0.303 1.122 0.72
O -0.6709 -3.0136 1.2575 1.174 -0.613 -1.645 -0.78
H 1.4258 -4.1549 -1.7265 -0.043 -0.150 0.016 0.21
H 0.8201 -2.6609 -0.1274 -0.293 -0.247 0.210 -0.14
H -1.2636 -6.2154 -0.4413 0.004 0.083 0.167 0.35
H 0.4602 -5.6409 -1.9892 0.151 0.151 0.019 0.32
C 2.3278 0.2991 3.8730 0.345 -0.203 -0.008 -0.80
N 1.1293 0.9391 4.3657 -0.734 0.253 0.166 0.28
C 1.0477 2.0781 5.1464 -0.586 -0.095 0.031 -0.42
C -0.2738 2.3268 5.3528 0.607 -0.530 -0.194 -0.38
N -0.9801 1.3205 4.7239 0.768 -0.040 -0.242 0.33
C -2.4241 1.2985 4.6474 -0.305 0.117 -0.059 -1.06
C -0.1179 0.4801 4.0841 0.016 1.075 0.361 -0.40
Se -0.4326 -0.9355 2.9374 0.485 -0.735 0.429 -0.13
H 3.1939 0.8638 4.2168 -0.064 0.005 0.009 0.34
H 2.3232 0.2325 2.7824 -0.148 0.038 0.114 0.18
H 2.3727 -0.7194 4.2627 0.087 0.076 -0.054 0.34
H 1.9148 2.5860 5.5181 0.128 0.073 -0.036 0.41
H -0.7778 3.1018 5.8955 0.032 0.095 0.078 0.44
H -2.8132 1.8222 5.5226 0.014 -0.138 -0.044 0.32
H -2.7689 1.8119 3.7440 0.107 -0.093 0.154 0.31
H -2.7878 0.2742 4.6133 0.088 0.050 0.047 0.40
```
Positions in Å, forces in eV/Å.

Its spin multiplicity is 6. Its HOMO energy (spin up / spin down) is -6.16 / -7.12 eV. As for the gap between HOMO and LUMO (spin up / spin down): 6.009 / 6.531 eV.


Computed, not measured: C22H35Cl2N4O3RhSe as an isolated structure, with the ωB97M-V functional and the def2-TZVPD basis.

The geometry in XYZ format:
```
68
Properties=species:S:1:pos:R:3:forces:R:3:mulliken_charge:R:1
O -0.5367 0.6849 -0.9312 -2.326 0.863 -3.468 0.06
C -0.6887 1.9557 -1.4958 0.692 -0.133 0.176 0.40
C 0.0659 2.0763 -2.7995 0.184 0.002 -0.378 -0.97
C 1.0609 1.1669 -3.1409 -0.168 -0.111 0.105 0.41
H 1.2534 0.3455 -2.4669 0.147 0.062 0.107 0.49
C 1.7765 1.3020 -4.3219 -0.055 0.116 -0.104 -1.22
H 2.5573 0.5910 -4.5647 -0.003 -0.007 0.026 0.45
C 1.4961 2.3469 -5.1921 -0.014 -0.033 0.054 -0.42
H 2.0529 2.4559 -6.1142 -0.004 0.007 -0.007 0.40
C 0.4888 3.2485 -4.8721 0.013 0.039 0.005 -0.78
H 0.2554 4.0616 -5.5477 -0.011 0.009 -0.008 0.39
C -0.2159 3.1124 -3.6848 0.000 -0.009 0.035 -0.08
H -0.9975 3.8197 -3.4354 -0.052 0.084 -0.013 0.41
H -1.7449 2.1442 -1.7183 -0.221 0.064 0.014 0.43
C -1.2842 3.1379 0.6352 -1.315 0.403 -0.036 -1.35
C -0.2667 2.9765 -0.4472 -2.033 0.270 -1.012 -0.26
H -1.2501 4.1097 1.1208 0.116 0.094 0.061 0.34
H -1.1603 2.3637 1.3903 -0.540 0.528 -0.294 0.35
H -2.2895 3.0070 0.2274 -0.103 0.187 -0.219 0.45
C 0.9106 3.6028 -0.5061 1.059 1.308 -0.620 0.59
C 1.4740 4.5839 0.4654 -0.107 1.136 0.331 -1.47
H 1.5424 3.4052 -1.3654 0.059 -0.231 0.020 0.37
H 1.6663 5.5599 0.0283 -0.005 0.167 -0.397 0.40
H 2.4162 4.2207 0.8834 -0.069 0.138 -0.286 0.30
H 0.8016 4.7270 1.3155 0.149 0.157 -0.187 0.35
Rh 0.3191 0.1695 0.6557 2.293 -0.371 2.182 0.80
Cl 2.3811 -0.3267 -0.2894 1.808 -0.488 -0.986 -0.60
Cl 1.0052 2.2648 1.3688 2.768 -1.438 2.584 -0.22
H -0.2906 -2.9644 -3.8906 0.051 -0.104 -0.208 0.36
H 1.2443 -4.2324 -2.0293 -0.078 -0.102 -0.049 0.35
C -0.0336 -2.1084 -3.2685 -0.437 -0.465 -0.109 -1.07
C 1.2602 -3.2693 -1.5196 0.171 0.459 -0.130 -0.86
N 0.0763 -2.5104 -1.8828 0.587 -0.406 -0.163 0.30
H -0.8041 -1.3505 -3.3791 0.022 0.102 0.029 0.36
C -0.7361 -2.0136 -0.9608 -0.208 0.539 0.914 -0.29
O -0.4296 -1.7674 0.2188 -1.107 -2.551 -0.881 -0.57
H 1.2891 -3.4049 -0.4461 -0.014 -0.007 0.132 0.12
H -1.7612 -1.8481 -1.3183 0.059 0.428 -0.145 0.53
H 0.9175 -1.6969 -3.6067 -0.036 0.073 0.059 0.30
H 2.1449 -2.7130 -1.8188 0.190 -0.018 0.087 0.33
H -3.9999 0.0102 3.9141 -0.023 0.015 0.088 0.32
H -5.4592 -1.0647 1.8663 -0.026 -0.078 -0.011 0.33
C -3.8379 0.7671 3.1459 0.089 -0.073 0.217 -0.99
C -4.9962 -0.3037 1.2388 0.083 0.207 0.100 -0.98
N -3.7605 0.1529 1.8376 -0.145 0.272 -0.064 0.34
H -2.9148 1.2964 3.3570 0.131 -0.098 -0.024 0.25
C -2.6028 0.0912 1.1791 1.105 0.143 0.626 0.32
O -1.5073 0.3860 1.6865 -2.925 -0.176 0.764 -0.72
H -4.7803 -0.7223 0.2632 -0.056 -0.096 -0.150 0.30
H -2.6745 -0.2196 0.1382 0.053 -0.177 -0.183 0.02
H -4.6544 1.4867 3.1785 -0.144 -0.038 -0.087 0.37
H -5.6937 0.5282 1.1302 -0.058 -0.005 -0.040 0.34
C 4.1062 -1.8408 1.9974 0.564 0.362 -0.016 -0.94
N 2.9242 -2.5969 2.4130 -0.592 0.067 -0.101 0.45
C 2.8843 -3.9361 2.5603 -0.874 -2.253 0.698 -0.59
C 1.6406 -4.2833 3.0465 1.942 -1.818 -0.414 -0.54
N 0.9099 -3.1617 3.1943 0.127 0.262 -0.429 0.35
C -0.4380 -3.1046 3.7590 -0.416 -0.037 0.202 -0.83
C 1.7008 -2.1452 2.7764 0.102 0.389 0.514 -0.08
Se 1.2719 -0.4542 2.9118 -0.298 2.455 1.659 -0.31
H 4.4154 -2.1610 0.9833 -0.308 0.258 0.560 0.32
H 4.9377 -2.0330 2.7078 -0.554 -0.067 -0.290 0.34
H 3.9133 -0.7501 1.9928 -0.223 -0.839 -0.077 0.28
H 3.7117 -4.6046 2.3730 -0.036 0.235 -0.089 0.47
H 1.3085 -5.2804 3.3117 -0.099 0.314 -0.084 0.45
H -1.1285 -3.7247 3.1499 0.491 0.360 0.303 0.31
H -0.4170 -3.4983 4.7989 0.058 0.206 -0.663 0.35
H -0.8259 -2.0675 3.7931 0.572 -0.551 -0.229 0.16
```
Positions in Å, forces in eV/Å.

Its spin multiplicity is 5. Its HOMO energy (spin up / spin down) is -4.92 / -6.91 eV. As for the gap between HOMO and LUMO (spin up / spin down): 5.341 / 6.301 eV.


Computed, not measured: C22H35ClIIrN6O3 as an isolated structure, with the ωB97M-V functional and the def2-TZVPD basis.

The geometry in XYZ format:
```
69
Properties=species:S:1:pos:R:3:forces:R:3:mulliken_charge:R:1
Ir 0.3243 0.1690 0.2294 0.100 -0.087 0.128 5.05
C 2.6653 2.3570 -0.5626 -0.012 -0.139 -0.083 -0.84
C 1.7463 2.0964 -1.7364 0.105 -0.061 0.002 -0.86
N 1.1081 0.7522 -1.6590 -0.149 0.065 0.079 -0.89
C 0.0012 0.6938 -2.6542 -0.020 0.025 -0.005 -0.74
C -1.2315 1.3079 -2.0240 0.020 -0.030 -0.007 -0.64
N -1.4758 0.5517 -0.7721 0.114 -0.062 -0.068 -0.65
C -2.7074 0.9297 -0.0469 -0.011 -0.014 -0.041 -0.73
C -2.9095 0.0006 1.1381 -0.010 0.026 -0.044 -0.75
C -1.9830 0.3109 2.2935 0.003 -0.051 0.122 -0.60
N -0.5640 -0.1398 2.1214 -0.111 0.171 0.047 -0.73
C 0.2812 0.6185 3.0914 -0.129 0.023 -0.007 -0.76
C 0.4953 2.0330 2.5766 0.017 0.041 -0.025 -0.75
N 0.6979 2.0677 1.0747 0.050 -0.082 -0.012 -0.85
C 1.9654 2.8099 0.7092 -0.034 0.012 -0.002 -0.64
H 3.3787 3.1393 -0.8253 -0.024 0.022 -0.026 0.56
H 3.2660 1.4565 -0.4190 -0.003 0.075 -0.052 0.09
H 2.3015 2.1493 -2.6737 0.007 -0.001 -0.005 0.57
H 0.9614 2.8520 -1.7924 0.006 0.015 0.020 0.33
H 1.7798 0.0205 -1.8983 0.065 -0.002 -0.036 0.43
H -0.1776 -0.3510 -2.9098 -0.003 -0.005 0.016 0.20
H 0.2857 1.2135 -3.5695 -0.009 0.011 -0.008 0.51
H -2.0974 1.2475 -2.6850 0.009 -0.026 -0.016 0.55
H -1.0814 2.3585 -1.7742 -0.037 0.021 0.005 0.37
H -1.6263 -0.4176 -1.0641 -0.070 -0.001 -0.015 0.26
H -3.5481 0.8534 -0.7394 -0.001 0.033 -0.014 0.51
H -2.6375 1.9743 0.2645 0.016 -0.006 0.029 0.38
H -2.8072 -1.0430 0.8208 -0.019 0.007 0.008 0.15
H -3.9340 0.1126 1.4942 -0.001 0.018 0.012 0.51
H -2.3583 -0.1214 3.2222 0.012 -0.043 -0.008 0.50
H -1.9591 1.3905 2.4421 -0.046 -0.010 0.019 0.25
H -0.5253 -1.1235 2.3764 0.005 -0.040 -0.008 0.35
H 1.2228 0.0967 3.2101 0.064 -0.046 0.006 0.23
H -0.2076 0.6582 4.0671 0.016 -0.015 0.004 0.48
H 1.3698 2.4524 3.0676 -0.011 0.054 0.005 0.47
H -0.3389 2.6846 2.8296 -0.020 -0.002 -0.032 0.46
H -0.0588 2.6390 0.7133 0.041 0.088 0.027 0.45
H 2.6517 2.7410 1.5512 -0.009 -0.036 0.032 0.42
H 1.7008 3.8638 0.6112 0.015 0.012 0.057 0.39
C -3.5906 -4.5933 -2.2543 -0.009 -0.049 -0.019 -1.25
C -2.9138 -5.4266 -1.2138 -0.025 -0.006 0.002 0.78
C -3.5378 -6.4912 -0.6253 -0.047 0.075 -0.030 -0.70
C -2.8579 -7.2976 0.3044 0.011 -0.045 0.038 0.27
Cl -3.6259 -8.6152 0.9934 -0.006 0.003 -0.003 -0.04
C -1.5126 -7.0140 0.6750 0.006 -0.004 0.011 -0.90
C -0.8665 -5.9615 0.1084 0.030 0.049 -0.047 -0.66
C -1.5412 -5.1645 -0.8539 0.087 -0.035 -0.151 1.31
O -0.9934 -4.1657 -1.5152 -0.143 0.047 0.210 -0.22
C 0.4075 -3.8557 -1.5020 -0.084 -0.079 -0.106 -0.76
C 0.6924 -2.3885 -1.2017 0.082 0.200 -0.029 0.48
O -0.1522 -1.7560 -0.4290 0.099 -0.041 -0.168 -1.18
O 1.7127 -1.9229 -1.6773 -0.184 -0.119 0.123 -0.67
H -4.6712 -4.6805 -2.1691 0.002 -0.011 -0.004 0.46
H -3.3058 -4.9453 -3.2495 0.020 0.018 0.006 0.33
H -3.3042 -3.5464 -2.1897 -0.005 0.013 0.037 0.17
H -4.5608 -6.7347 -0.8816 0.010 -0.007 0.004 0.49
H -1.0240 -7.6514 1.3995 0.004 0.011 0.001 0.47
H 0.1550 -5.7530 0.3884 -0.007 -0.040 0.018 0.36
H 0.7719 -4.0568 -2.5065 0.044 -0.029 -0.013 0.34
H 0.9602 -4.4819 -0.8059 0.077 0.084 0.035 0.32
I 3.6138 -4.3299 2.7279 0.000 -0.003 0.005 0.20
C 3.1739 -2.4620 1.9922 -0.002 -0.001 -0.026 -1.03
C 4.0283 -1.4004 1.7865 0.047 0.021 0.033 -0.11
N 3.3006 -0.4004 1.2623 -0.007 0.087 0.096 -0.09
N 2.0069 -0.7408 1.1190 0.084 -0.180 -0.153 -0.43
C 1.9321 -2.0026 1.5589 0.035 0.088 0.026 -0.10
H 5.0837 -1.2877 1.9776 -0.009 0.000 -0.012 0.51
H 3.6281 0.5262 1.0495 -0.031 -0.022 -0.008 0.06
H 1.0019 -2.5437 1.5233 -0.012 0.017 0.019 0.57
```
Positions in Å, forces in eV/Å.

The charge is +3. Its spin multiplicity is 2. Its HOMO energy (spin up / spin down) is -16.32 / -16.32 eV. As for the gap between HOMO and LUMO (spin up / spin down): 9.188 / 5.536 eV.